Below is a structure of composition C33H36BrCdN2OPS, with properties calculated with wB97M-V/def2-TZVPD.

Geometry as XYZ:
```
76
Properties=species:S:1:pos:R:3:mulliken_charge:R:1
Cd 0.048 -0.476 0.017 1.99
C 6.078 -1.096 4.618 -1.65
C 5.217 0.137 4.921 2.02
C 5.966 1.395 4.463 -1.62
C 5.015 0.221 6.434 -2.03
C 3.882 0.032 4.178 -0.68
C 3.858 -0.079 2.792 -0.87
C 2.649 -0.190 2.146 -0.26
Br 2.773 -0.350 0.221 -0.33
C 1.379 -0.212 2.773 1.11
O 0.256 -0.344 2.114 -1.79
C 1.415 -0.067 4.180 -0.07
C 2.650 0.034 4.818 0.75
C 0.160 -0.044 5.080 1.87
C 0.191 -1.267 6.013 -1.69
C 0.160 1.243 5.928 -1.56
C -1.180 -0.078 4.334 -1.94
H 7.031 -1.035 5.154 0.44
H 6.299 -1.183 3.549 0.32
H 5.565 -2.011 4.928 0.38
H 6.930 1.473 4.979 0.43
H 5.382 2.293 4.683 0.37
H 6.162 1.376 3.387 0.31
H 5.990 0.285 6.926 0.44
H 4.502 -0.664 6.824 0.38
H 4.440 1.107 6.719 0.38
H 4.775 -0.083 2.211 0.38
H 2.643 0.116 5.898 0.26
H 1.078 -1.270 6.654 0.29
H 0.194 -2.192 5.430 0.37
H -0.693 -1.270 6.660 0.45
H 1.036 1.323 6.575 0.27
H -0.728 1.267 6.567 0.47
H 0.140 2.127 5.281 0.26
H -1.307 -0.997 3.764 0.35
H -1.286 0.765 3.648 0.21
H -1.977 -0.017 5.082 0.55
N -2.364 0.082 -0.005 -0.31
C -2.951 1.396 -0.175 -0.15
C -4.325 1.535 -0.298 -0.44
C -4.890 2.793 -0.460 -0.58
C -4.079 3.919 -0.486 -0.81
C -2.701 3.779 -0.374 -0.41
C -2.118 2.521 -0.236 -0.02
P -0.301 2.271 -0.175 1.31
C 0.115 2.145 -1.959 0.23
C -0.843 1.870 -2.933 -0.49
C -0.462 1.631 -4.250 -0.71
C 0.877 1.675 -4.607 -0.53
C 1.841 1.958 -3.645 -0.77
C 1.465 2.179 -2.328 -0.41
C 0.336 3.889 0.351 -0.03
C 0.287 4.154 1.722 -0.25
C 0.717 5.377 2.217 -0.70
C 1.219 6.338 1.345 -0.47
C 1.285 6.073 -0.017 -0.71
C 0.844 4.851 -0.515 -0.06
H -2.885 -0.640 -0.482 0.30
H -2.357 -0.169 0.983 0.26
H -4.956 0.653 -0.258 0.45
H -5.966 2.892 -0.553 0.39
H -4.515 4.905 -0.599 0.42
H -2.070 4.660 -0.413 0.45
H -1.893 1.846 -2.668 0.31
H -1.217 1.413 -4.996 0.41
H 1.170 1.491 -5.633 0.39
H 2.890 1.994 -3.918 0.41
H 2.224 2.380 -1.580 0.60
H -0.083 3.394 2.405 0.44
H 0.674 5.574 3.282 0.43
H 1.566 7.290 1.730 0.38
H 1.682 6.819 -0.698 0.41
H 0.892 4.656 -1.582 0.42
S -0.125 -5.139 -0.428 -0.43
C -0.301 -3.542 -0.577 0.44
N -0.448 -2.379 -0.701 -0.73
```

The calculation puts the LUMO energy at 0.1 eV. The energy relative to the best compared isomer or geometry (same formula, charge and spin) is 0.0 kcal/mol. As for the charge: 0. The calculation puts the HOMO energy at -7.4 eV. Its HOMO-LUMO gap is 7.53 eV. Its strongest force on any atom is 0.589 eV/A.